No. 1
C4H11NO6P | wB97M-V/def2-TZVPD

The geometry in XYZ format:
```
23
Properties=species:S:1:pos:R:3:nbo_charge:R:1
P -3.16 -0.03 0.09 2.522
O -4.44 -0.63 0.44 -1.134
O -2.92 1.45 0.69 -1.011
O -1.86 -0.89 0.63 -0.983
O -2.98 0.02 -1.49 -1.051
O -0.44 -0.53 -1.57 -0.783
O -0.60 1.24 -0.28 -0.822
N 1.02 -1.97 0.36 -0.860
C 1.02 -0.51 0.38 -0.131
C 2.44 -0.01 -0.18 -0.398
C -0.16 0.11 -0.55 0.817
C 2.69 1.51 -0.04 -0.616
H 0.75 -2.32 1.32 0.348
H 2.47 -0.24 -1.28 0.197
H -2.28 -1.37 1.29 0.489
H -2.00 1.63 0.52 0.526
H 0.40 -2.24 -0.31 0.378
H 3.16 -0.59 0.34 0.190
H 3.59 1.70 -0.53 0.190
H 2.66 1.75 1.12 0.190
H -2.01 -0.11 -1.81 0.537
H 0.82 -0.08 1.48 0.173
H 1.82 2.11 -0.62 0.231
```

The calculation puts the relative energy (zero: lowest compared OMol25 entry of this formula, charge and spin) at 65.10 kJ/mol. The calculation puts the HOMO energy at -5.2 eV. Its net charge is -1. The gap between HOMO and LUMO is 8.8 eV. The LUMO energy is 3.6 eV.

---

No. 2
C6H13MnNO3S | wB97M-V/def2-TZVPD

The geometry in XYZ format:
```
25
Properties=species:S:1:pos:R:3:lowdin_spin:R:1
Mn -1.83 1.41 2.13 4.884
S 1.66 0.88 0.42 0.001
O 0.98 2.33 0.05 0.009
O 3.14 0.98 0.30 0.002
O 1.32 0.59 1.84 0.013
N -0.94 -0.94 1.99 0.031
C 1.08 -0.46 -0.71 0.000
C -0.39 1.98 -0.14 0.028
C -0.58 1.41 -1.58 0.005
C -0.77 -1.63 0.67 0.003
C 0.70 -1.72 0.11 0.000
C -0.01 -0.05 -1.76 0.001
H -1.50 -1.18 -0.02 0.001
H 0.43 -0.11 -2.78 0.000
H -0.88 -0.75 -1.78 0.000
H -0.21 2.12 -2.36 0.001
H 0.73 -2.59 -0.58 0.000
H -1.68 1.34 -1.77 0.000
H 2.00 -0.72 -1.29 0.000
H -1.10 -2.69 0.81 0.001
H -0.70 1.22 0.68 0.010
H -1.82 -1.28 2.37 0.004
H -0.92 2.98 -0.11 0.004
H -0.18 -1.16 2.63 0.002
H 1.47 -1.94 0.88 0.000
```

The calculation puts the HOMO energy (spin up / spin down) at -17.5 / -17.5 eV. As for the spin multiplicity: 6. Its net charge is +2. The expectation value of S² is 8.754. The gap between HOMO and LUMO (spin up / spin down) is 5.9 / 5.9 eV. The LUMO energy (spin up / spin down) is -11.6 / -11.6 eV.

---

No. 3
C5H7NO | wB97M-V/def2-TZVPD

The geometry in XYZ format:
```
14
Properties=species:S:1:pos:R:3:nbo_charge:R:1
O 0.43 -1.37 -0.46 -0.408
N 1.62 1.96 0.25 -0.801
C 0.96 0.75 0.06 0.103
C -1.96 -1.34 -0.22 -0.678
C 1.43 -0.41 -0.47 -0.038
C -0.63 -0.80 0.13 0.321
C -0.40 0.51 0.42 -0.400
H 1.33 2.38 1.13 0.370
H -1.16 1.21 0.76 0.224
H 2.38 -0.73 -0.85 0.200
H -2.00 -2.37 -0.60 0.237
H -1.86 -0.46 -0.93 0.272
H -2.75 -1.16 0.52 0.229
H 2.62 1.84 0.27 0.370
```

The calculation puts the relative energy (zero: lowest compared OMol25 entry of this formula, charge and spin) at 190.80 kJ/mol. The calculation puts the HOMO energy at -7.7 eV. Its SMILES is Cc1cc(N)co1. Its net charge is 0. The gap between HOMO and LUMO is 8.7 eV. The LUMO energy is 1.0 eV.

---

No. 4
C9H15BCl3N2O4S2V | wB97M-V/def2-TZVPD

The geometry in XYZ format:
```
37
Properties=species:S:1:pos:R:3:nbo_charge:R:1
V 1.11 -3.27 -2.75 1.612
Cl -0.98 4.27 5.86 0.016
Cl -2.00 2.18 4.10 0.010
Cl -0.10 4.14 3.09 0.020
S 5.46 0.35 2.86 -0.087
S 0.60 0.90 1.19 -0.112
O 0.31 -4.50 -3.68 -0.804
O 1.97 -0.89 -0.59 -0.325
O 3.33 0.80 0.38 -0.687
O 1.94 -2.05 -1.82 -0.579
N -3.09 1.84 -2.55 -0.339
N 3.27 -1.18 1.65 -0.668
C -3.76 0.91 -2.45 0.292
C -4.78 -0.72 -0.86 -0.380
C -3.47 -1.17 -0.22 -0.610
C -4.61 -0.28 -2.32 -0.514
C 4.60 -1.40 -0.48 -0.937
C 4.03 -0.34 2.30 0.285
C 2.03 1.36 0.05 0.015
C 1.72 0.40 -1.26 -0.149
C -0.60 3.20 4.50 -0.280
B 3.24 -0.68 0.17 0.896
H 1.95 2.49 -0.09 0.234
H 4.34 -2.14 -1.32 0.206
H -5.49 -1.55 -0.83 0.212
H 0.64 0.68 -1.50 0.236
H -0.59 0.86 0.44 0.141
H -2.74 -0.36 -0.18 0.205
H 0.22 2.55 4.79 0.235
H 5.20 -1.96 0.33 0.244
H -5.59 -0.06 -2.74 0.254
H -4.19 -1.10 -2.91 0.243
H -3.65 -1.51 0.80 0.224
H 5.33 -0.61 -0.90 0.236
H -3.03 -2.00 -0.78 0.198
H 2.54 0.74 -2.00 0.242
H -5.20 0.10 -0.27 0.213
```

The calculation puts the HOMO energy at -8.2 eV. Its net charge is 0. The gap between HOMO and LUMO is 3.6 eV. The LUMO energy is -4.6 eV.

---

No. 5
C47H59BN12S4Y | wB97M-V/def2-TZVPD

The geometry in XYZ format:
```
124
Properties=species:S:1:pos:R:3:lowdin_charge:R:1
Y 0.13 0.58 0.19 1.212
S -3.46 3.11 2.61 1.169
S -1.49 -1.86 0.47 0.700
S 1.77 -1.25 1.84 0.697
S 2.26 -0.19 -1.57 0.719
N -0.60 -4.92 -1.92 0.198
N -2.99 2.76 0.02 0.144
N -1.69 0.21 -1.71 0.007
N -0.61 -3.76 -1.20 0.030
N 1.60 2.22 1.25 -0.037
N 1.60 -2.81 -0.29 0.093
N 2.22 3.89 2.51 0.138
N 1.97 -3.72 -1.21 0.243
N -1.59 1.64 1.56 -0.035
N 0.57 -1.97 -2.62 0.034
N -0.32 -2.48 -3.53 0.189
N 0.11 2.23 -1.76 0.008
C -0.46 0.84 3.64 -0.048
C 4.93 -5.13 -2.59 -0.019
C 0.03 4.31 -3.63 0.038
C 1.40 -0.93 -2.85 -0.593
C -1.43 1.57 2.97 -0.318
C -2.61 2.42 1.27 -0.699
C -1.36 1.63 5.74 -0.049
C -3.00 -7.03 -3.34 -0.020
C -1.00 3.34 -3.61 -0.131
C -1.55 -3.37 -0.33 -0.562
C 3.45 -5.37 -2.24 -0.525
C -1.30 -2.58 -5.74 -0.541
C 3.20 2.93 2.65 -0.035
C -2.11 3.38 -4.49 0.008
C 1.48 -0.46 -4.20 -0.228
C 3.07 -4.42 -1.13 -0.100
C -2.36 2.31 3.69 -0.455
C 3.81 -4.21 0.07 0.106
C 2.25 -2.51 0.82 -0.642
C -0.52 -7.08 -3.58 -0.045
C 1.07 4.20 -2.75 -0.010
C -1.57 -8.20 -1.62 -0.020
C 2.45 0.63 -4.56 -0.032
C -2.05 -1.41 -6.40 -0.025
C 2.58 -5.12 -3.47 -0.034
C 4.22 -3.15 2.29 -0.033
C 1.28 3.44 1.67 -0.371
C 3.43 -3.33 1.03 -0.191
C 2.82 1.91 1.87 -0.147
C 0.10 4.26 1.27 0.011
C -0.50 -3.37 -6.79 -0.015
C -1.89 1.28 -2.66 -0.277
C -0.90 2.30 -2.67 -0.190
C -2.29 -3.50 -5.05 -0.047
C 1.06 3.15 -1.82 -0.146
C -1.60 -5.73 -1.76 -0.185
C -0.30 -2.01 -4.74 -0.188
C -3.08 2.42 -4.43 -0.031
C -2.63 -4.28 -0.09 -0.230
C 0.65 -1.01 -5.11 0.091
C -2.63 -5.42 -0.81 0.088
C 3.25 -6.80 -1.72 -0.007
C -3.70 -3.96 0.91 -0.048
C -2.95 1.35 -3.51 -0.005
C -0.43 0.88 5.02 -0.044
C -1.66 -7.00 -2.58 -0.541
C -2.34 2.35 5.08 -0.054
B 0.63 -2.94 -1.44 -0.656
H 5.18 -5.74 -3.46 0.104
H -0.63 -7.98 -4.18 0.103
H 2.20 4.79 2.97 0.181
H 0.32 0.31 5.55 0.119
H -1.80 -4.32 -4.52 0.051
H -0.49 3.75 0.52 0.042
H 5.02 -3.88 2.36 0.097
H -0.01 5.12 -4.34 0.139
H -4.40 -4.78 0.99 0.094
H 0.26 0.23 3.11 0.005
H 5.60 -5.43 -1.78 0.090
H -0.54 4.48 2.13 0.096
H 2.22 1.55 -4.01 0.070
H -3.44 -6.13 -0.68 0.135
H -2.57 -0.81 -5.66 0.076
H -3.71 0.57 -3.49 0.128
H -2.57 -0.17 -1.38 0.074
H -1.39 -0.76 -6.98 0.086
H 4.71 -4.80 0.22 0.141
H 3.57 -3.24 3.16 0.096
H -3.84 3.28 -0.12 0.119
H 0.45 -7.13 -3.09 0.062
H -0.51 -6.22 -4.26 0.073
H 0.02 -4.21 -6.33 0.090
H 1.52 -5.21 -3.25 0.045
H 3.47 0.35 -4.29 0.096
H -2.91 -2.96 -4.33 0.090
H -1.33 1.64 6.82 0.121
H -2.19 4.20 -5.20 0.133
H 3.83 -6.99 -0.81 0.095
H 4.65 -2.14 2.32 0.097
H -2.79 -1.81 -7.09 0.103
H -3.26 -3.77 1.89 0.090
H 5.12 -4.09 -2.84 0.099
H 2.20 -7.00 -1.50 0.081
H -3.93 2.46 -5.09 0.125
H -2.41 -8.24 -0.92 0.089
H 3.58 -7.51 -2.48 0.107
H -3.07 2.93 5.63 0.125
H -1.58 -9.13 -2.19 0.101
H -1.18 -3.76 -7.54 0.103
H -3.05 -7.93 -3.95 0.103
H -3.09 -6.17 -4.00 0.077
H 1.88 4.91 -2.74 0.126
H -2.66 2.24 -0.78 0.059
H -1.24 -0.58 -2.17 0.052
H 3.32 0.97 1.70 0.066
H 2.83 -5.86 -4.23 0.107
H 0.23 -2.74 -7.31 0.090
H 0.68 -0.68 -6.14 0.137
H -0.65 -8.17 -1.04 0.092
H 0.43 5.21 0.84 0.104
H -3.86 -7.04 -2.67 0.087
H 1.87 3.05 -1.10 0.103
H 4.06 3.08 3.27 0.132
H -2.96 -3.93 -5.80 0.102
H -4.23 -3.05 0.63 0.086
H 2.78 -4.13 -3.89 0.093
H 2.41 0.84 -5.63 0.097
```

The calculation puts the relative energy (zero: lowest compared OMol25 entry of this formula, charge and spin) at 61.82 kJ/mol. The calculation puts the HOMO energy at -15.2 eV. Its net charge is +3. The gap between HOMO and LUMO is 7.6 eV. The LUMO energy is -7.6 eV.

---

No. 6
C42H44N5O3P3SSe4Te2Ti | wB97M-V/def2-TZVPD

The geometry in XYZ format:
```
105
Properties=species:S:1:pos:R:3:lowdin_spin:R:1
Te 7.08 -1.98 -1.38 0.001
Te 4.72 -1.09 -0.42 0.149
Se 3.67 -2.22 1.57 0.214
Se 0.18 2.59 -0.91 0.014
Se 2.82 -0.02 -2.12 0.427
Se -3.13 -4.43 0.29 -0.002
Ti 2.15 -0.87 -0.03 0.495
S 1.90 1.60 1.95 0.010
P 1.50 -2.99 -2.15 0.004
P -1.47 1.30 -0.84 -0.002
P -3.18 -2.36 -0.10 0.009
O 2.30 -2.71 -0.88 0.014
O 2.66 0.65 1.02 0.003
O 0.31 -2.15 -2.40 0.006
N 0.20 -0.34 0.45 0.165
N -0.08 -4.80 -1.10 0.003
N 4.16 -3.03 -3.13 0.005
N 0.50 -1.59 0.85 0.183
N -0.58 -2.36 0.58 0.181
C 4.09 3.30 1.16 0.000
C -4.09 -1.51 1.23 0.004
C 6.47 3.60 1.29 0.000
C 4.10 2.19 5.14 0.000
C -5.56 -0.47 3.34 0.000
C -5.00 2.58 0.84 0.000
C -2.20 1.05 -2.47 0.000
C -4.57 3.07 2.06 0.000
C -4.99 -0.93 -1.71 0.000
C 1.06 -4.77 -2.02 0.001
C 2.74 -3.00 -3.58 0.002
C -1.02 -0.33 -0.15 0.008
C -3.93 -2.85 -2.71 0.000
C 4.23 2.93 -0.17 0.001
C 5.38 2.38 5.61 0.000
C 6.45 1.71 5.04 0.000
C -1.54 -1.61 -0.08 0.074
C 6.23 0.85 3.97 0.000
C -2.75 1.98 0.27 0.000
C -5.44 -1.81 1.35 0.001
C 2.73 3.26 1.79 0.001
C 5.48 2.83 -0.75 0.001
C -3.29 2.05 -4.37 0.000
C 3.86 1.32 4.07 0.000
C -4.10 2.04 -0.06 0.000
C -3.47 -0.71 2.18 0.001
C -4.69 -2.67 -3.86 0.000
C 2.46 1.07 3.62 0.002
C -3.21 3.03 2.38 0.000
C -6.18 -1.28 2.40 0.000
C -2.03 -0.13 -3.18 0.002
C -3.16 0.85 -5.06 0.000
C 5.22 3.67 1.88 0.000
C -4.08 -1.98 -1.64 0.001
C -5.59 -1.62 -3.93 0.000
C -2.52 -0.23 -4.48 0.000
C 4.94 0.66 3.49 0.001
C -5.74 -0.75 -2.86 0.000
C -4.21 -0.19 3.23 0.000
C 6.61 3.14 -0.01 0.000
C -2.80 2.15 -3.08 0.000
C -2.31 2.49 1.49 0.000
H 4.76 -3.67 -3.64 0.000
H 2.01 3.81 1.17 0.000
H 7.05 0.32 3.50 0.000
H -3.75 2.90 -4.85 0.000
H -6.06 2.61 0.59 0.000
H -5.28 3.49 2.76 0.000
H 2.56 -2.12 -4.18 0.000
H 0.84 -5.22 -3.00 0.000
H -2.87 3.09 -2.54 0.000
H 5.57 2.51 -1.78 0.000
H -2.41 -0.50 2.12 0.000
H 1.74 1.56 4.28 0.000
H -0.44 -3.37 0.42 0.005
H 7.45 1.86 5.42 0.000
H -5.90 -2.48 0.63 0.000
H -5.13 -0.28 -0.86 0.000
H 4.80 -0.01 2.66 0.003
H 3.34 2.73 -0.77 0.000
H -4.59 -3.35 -4.69 0.000
H -3.25 -3.69 -2.63 0.000
H 2.24 -0.01 3.63 0.002
H -3.72 0.43 3.97 0.000
H -1.49 -0.97 -2.75 0.002
H -3.54 0.77 -6.08 0.000
H -4.43 1.70 -1.03 0.000
H -2.38 -1.15 -5.03 0.000
H 7.34 3.90 1.86 0.000
H 7.59 3.02 -0.45 0.000
H 1.90 -5.30 -1.57 0.000
H 5.12 4.02 2.90 0.000
H -0.25 -5.73 -0.74 0.000
H -2.87 3.44 3.32 0.000
H 4.59 -2.10 -3.18 0.002
H 4.23 -3.28 -2.13 0.002
H 2.72 3.65 2.81 0.000
H -1.25 2.47 1.72 0.000
H 3.27 2.70 5.61 0.000
H -0.92 -4.51 -1.58 0.000
H -6.45 0.07 -2.91 0.000
H -7.23 -1.52 2.49 0.000
H -6.20 -1.48 -4.82 0.000
H 5.55 3.06 6.44 0.000
H -6.13 -0.06 4.16 0.000
H 2.52 -3.88 -4.19 0.000
```

The calculation puts the HOMO energy (spin up / spin down) at -6.0 / -6.2 eV. As for the spin multiplicity: 3. Its net charge is 0. The expectation value of S² is 2.038. The gap between HOMO and LUMO (spin up / spin down) is 5.6 / 5.4 eV. The LUMO energy (spin up / spin down) is -0.4 / -0.7 eV.

---

No. 7
C23H28N4O3 | wB97M-V/def2-TZVPD

The geometry in XYZ format:
```
58
Properties=species:S:1:pos:R:3:nbo_charge:R:1
O 0.41 -0.92 -3.75 -0.598
O 3.01 0.92 1.74 -0.644
O -1.87 -1.08 -2.03 -0.494
N 0.74 1.08 -0.90 -0.195
N 0.28 0.53 -2.01 -0.264
N 0.00 -0.07 2.09 -0.479
N 1.33 2.36 1.25 -0.613
C 3.77 -0.94 -0.32 -0.180
C -2.30 2.83 -3.32 -0.243
C 0.03 0.62 3.37 -0.219
C 2.11 -1.00 -2.08 -0.067
C -3.28 0.66 -3.00 -0.290
C 3.95 -2.54 -2.11 -0.200
C 0.88 -0.51 -2.71 0.629
C 1.82 0.65 -0.33 0.095
C 2.12 1.30 0.99 0.688
C 2.59 -0.43 -0.89 -0.078
C 1.12 2.81 2.61 -0.221
C -2.89 -2.04 -2.17 -0.249
C -2.07 0.17 -2.51 0.301
C -3.38 1.98 -3.40 -0.183
C 4.43 -1.98 -0.93 -0.189
C -1.09 2.36 -2.85 -0.194
C 0.68 -1.35 2.10 -0.207
C 2.80 -2.06 -2.68 -0.187
C -0.97 1.03 -2.47 0.161
C -2.54 -0.31 2.10 -0.633
C -0.11 2.15 3.24 -0.414
C -1.24 -0.01 1.35 -0.216
C 0.08 -2.45 2.98 -0.631
H 0.57 2.48 0.60 0.412
H -2.39 3.87 -3.62 0.217
H 2.40 -2.47 -3.60 0.240
H -2.48 -2.97 -1.79 0.204
H 2.02 2.55 3.17 0.223
H 1.71 -1.16 2.42 0.208
H -0.75 0.26 4.05 0.170
H -4.33 2.34 -3.77 0.216
H 4.13 -0.51 0.59 0.261
H 4.49 -3.36 -2.58 0.217
H -3.37 -0.29 1.40 0.211
H -1.00 2.40 2.66 0.196
H -0.04 -2.11 4.01 0.203
H -2.73 0.44 2.86 0.201
H 0.72 -1.71 1.07 0.189
H -1.32 1.00 0.91 0.184
H -2.51 -1.28 2.58 0.204
H -3.78 -1.76 -1.59 0.174
H 0.74 -3.31 2.98 0.212
H 5.34 -2.37 -0.49 0.217
H -0.89 -2.78 2.61 0.196
H 1.00 0.41 3.82 0.209
H -4.14 0.02 -3.06 0.221
H 1.00 3.90 2.61 0.196
H -0.22 3.00 -2.79 0.224
H -3.17 -2.17 -3.22 0.186
H -0.24 2.56 4.25 0.213
H -1.15 -0.70 0.51 0.207
```

The calculation puts the relative energy (zero: lowest compared OMol25 entry of this formula, charge and spin) at 266.26 kJ/mol. The calculation puts the HOMO energy at -7.9 eV. Its SMILES is CCN(CC)CCCNC(=O)c1nn(-c2ccccc2OC)c(=O)c2ccccc12. Its net charge is 0. The gap between HOMO and LUMO is 8.1 eV. The LUMO energy is 0.2 eV.

---

No. 8
C17H20N4OS | wB97M-V/def2-TZVPD

The geometry in XYZ format:
```
43
Properties=species:S:1:pos:R:3:nbo_charge:R:1
S 1.27 -0.05 0.40 0.257
O -0.53 2.58 -1.26 -0.621
N 1.70 2.67 -1.48 -0.446
N -4.75 -4.55 3.36 -0.415
N -1.98 -0.85 2.33 -0.191
N -1.00 -0.24 1.76 -0.247
C 1.54 3.34 -2.76 -0.220
C -1.04 -2.97 1.79 -0.174
C -2.06 -2.17 2.36 0.138
C 3.52 1.23 -3.35 -0.407
C 0.00 -2.33 1.18 -0.217
C 3.06 2.38 -1.09 -0.208
C 3.67 1.18 -1.82 -0.407
C -5.41 -3.83 4.24 0.041
C -3.95 -1.97 3.95 -0.136
C -0.03 -0.93 1.17 0.021
C 0.71 1.68 0.55 -0.628
C -3.23 -2.74 3.03 -0.117
C -5.06 -2.52 4.57 -0.253
C -3.70 -4.02 2.76 0.050
C 1.28 2.36 -3.92 -0.409
C 2.06 1.05 -3.80 -0.403
C 0.57 2.34 -0.82 0.672
H 2.44 3.92 -2.95 0.190
H 3.66 3.27 -1.31 0.196
H -0.28 1.62 1.01 0.302
H -3.62 -0.97 4.16 0.241
H 4.72 1.13 -1.56 0.209
H 3.93 2.16 -3.74 0.193
H 4.11 0.41 -3.76 0.213
H 1.56 0.40 -3.09 0.203
H 2.04 0.56 -4.77 0.212
H -3.23 -4.66 2.03 0.187
H 3.12 2.19 -0.02 0.207
H 0.22 2.13 -3.95 0.224
H -6.26 -4.31 4.71 0.193
H 3.19 0.26 -1.46 0.207
H 0.82 -2.86 0.72 0.230
H 1.54 2.87 -4.85 0.201
H 1.40 2.21 1.20 0.230
H -5.63 -1.96 5.28 0.222
H 0.69 4.02 -2.68 0.236
H -1.08 -4.05 1.85 0.226
```

The calculation puts the relative energy (zero: lowest compared OMol25 entry of this formula, charge and spin) at 137.87 kJ/mol. The calculation puts the HOMO energy at -8.5 eV. Its SMILES is O=C(CSc1ccc(-c2cccnc2)nn1)N1CCCCCC1. Its net charge is 0. The gap between HOMO and LUMO is 8.7 eV. The LUMO energy is 0.1 eV.

---

no.,electronic energy (hartree)
1,-1006.77261
2,-2065.27305
3,-324.65179
4,-3907.82066
5,-4138.91899
6,-14539.95733
7,-1337.98997
8,-1352.23890